(1)
The following is a quantum chemistry calculation of one molecule with the formula C4H3N3, from the Open Molecules 2025 dataset.

Cartesian coordinates (Å):
N  -1.467  1.458  1.916
C  -0.687  0.904  1.281
C  0.006  0.135  0.308
C  1.418  -0.286  0.651
N  2.495  -0.496  0.960
C  -0.607  -0.688  -0.750
N  -0.042  0.602  -1.166
H  -0.291  -1.695  -1.109
H  -1.687  -0.493  -0.530
H  0.862  0.559  -1.561

Gap between HOMO and LUMO: 11.586 eV
Structure (SMILES): N#CC1(C#N)CN1
Electronic energy: -8664.0109 eV
ΔE to the lowest compared entry with this formula, charge and spin: 231.6 kJ/mol


(2)
The following is a quantum chemistry calculation of a 3-piece molecular cluster, C4H14N2O2 overall, from the Open Molecules 2025 dataset.

Cartesian coordinates (Å):
C  -0.352  2.290  -0.225
C  -0.428  1.351  -1.474
C  -0.541  -0.145  -1.186
N  0.368  -1.042  -1.857
C  -1.385  -0.628  -0.279
N  -1.459  -1.986  0.111
H  -1.151  3.041  -0.349
H  0.676  2.630  -0.126
H  -0.770  1.715  0.593
H  0.331  1.624  -2.209
H  -1.356  1.539  -2.043
H  1.341  -0.837  -1.674
H  0.187  -1.102  -2.847
H  -2.085  -0.028  0.291
H  -0.668  -2.551  -0.153
H  -1.501  -1.939  1.120
O  1.572  1.289  2.713
H  1.977  0.500  3.092
H  1.246  0.897  1.898
O  0.989  -2.138  1.425
H  1.673  -2.582  0.903
H  1.335  -1.900  2.277

Gap between HOMO and LUMO: 7.915 eV
Structure (SMILES): CC/C(N)=C/N.O.O
Electronic energy: -11449.0954 eV
ΔE to the lowest compared entry with this formula, charge and spin: 153.9 kJ/mol


(3)
The following is a quantum chemistry calculation of C9H15Cl2FeO6PTi as an isolated structure, from the Open Molecules 2025 dataset.

Cartesian coordinates (Å):
Fe  1.029  -2.769  -1.240
Ti  -0.098  -0.576  -0.014
Cl  2.070  -0.879  -0.995
Cl  -1.029  -1.550  1.778
C  -1.316  0.405  -1.158
C  2.038  -3.811  -2.307
C  -0.355  -3.661  -0.467
O  -1.993  1.024  -1.886
O  3.033  -4.259  -2.718
O  -1.356  -4.251  -0.399
C  3.915  3.347  -0.407
C  3.200  2.489  0.607
O  2.015  1.992  -0.031
P  0.598  1.563  0.688
O  -0.278  2.947  0.495
C  0.220  4.334  0.682
C  0.456  4.693  2.126
O  0.911  1.624  2.294
C  -0.229  1.598  3.243
C  0.350  1.597  4.631
H  4.031  2.817  -1.355
H  4.915  3.596  -0.050
H  3.353  4.267  -0.605
H  3.834  1.645  0.903
H  2.938  3.077  1.499
H  1.135  4.485  0.089
H  -0.571  4.952  0.244
H  1.306  4.148  2.549
H  0.730  5.752  2.176
H  -0.431  4.529  2.749
H  -0.859  2.471  3.023
H  -0.820  0.691  3.061
H  0.870  2.535  4.849
H  -0.464  1.490  5.352
H  1.052  0.767  4.748

Gap between HOMO and LUMO (spin up / spin down): 6.291 / 4.195 eV
Multiplicity: 7
Electronic energy: -113645.9841 eV
ΔE to the lowest compared entry with this formula, charge and spin: 0.0 kJ/mol
Net charge: +4


(4)
The following is a quantum chemistry calculation of one molecule with the formula C3H6O3, from the Open Molecules 2025 dataset.

Cartesian coordinates (Å):
O  -1.060  0.540  1.798
C  0.029  0.421  1.282
C  0.222  0.684  -0.195
O  -0.994  1.112  -0.746
C  0.605  -0.685  -0.783
O  -0.149  -1.684  -0.131
H  0.901  0.029  1.833
H  1.011  1.448  -0.314
H  -1.587  1.223  0.018
H  0.440  -0.705  -1.872
H  1.659  -0.905  -0.590
H  -1.081  -1.482  -0.299

Gap between HOMO and LUMO: 11.287 eV
Structure (SMILES): O=C[C@H](O)CO
Electronic energy: -9349.9165 eV
ΔE to the lowest compared entry with this formula, charge and spin: 135.1 kJ/mol